No. 1
The following is a quantum chemistry calculation of 5 unconnected molecules or ions with the total composition C35H44B2Cl12N2O8S, from the OMol25 dataset.

E   -8041.73903 hartree
SMILES string   CCN(CCc1c(B(C)O)c(S)cc2c1C(=O)c1cc(ON=O)c(B(O)O)c(CC[C@H](C)CCC=C(C)C)c1C2=O)C(C)=O.ClC(Cl)Cl.ClC(Cl)Cl.ClC(Cl)Cl.ClC(Cl)Cl
HOMO level   -8.57 eV

Each line ends with the Löwdin charge.
Atoms and positions in Å:
C (-1.7338, 8.8540, -0.4095)  -0.08
C (-1.1756, 7.5482, 0.1781)  -0.20
N (-2.1593, 6.5161, 0.5375)  -0.07
C (-2.7850, 5.8734, -0.6166)  -0.18
C (-1.8814, 4.7688, -1.1805)  -0.10
C (-1.9631, 3.4942, -0.3805)  -0.09
C (-3.1647, 2.7474, -0.3587)  -0.11
B (-4.4643, 3.2012, -1.1683)  -0.54
C (-4.4970, 3.7523, -2.6477)  -0.01
O (-5.6667, 3.1757, -0.4883)  0.09
C (-3.2149, 1.5772, 0.4112)  -0.53
S (-4.6586, 0.5089, 0.4577)  0.84
C (-2.1220, 1.1379, 1.1483)  -0.03
C (-0.9479, 1.8631, 1.1093)  -0.07
C (-0.8676, 3.0359, 0.3554)  -0.01
C (0.4777, 3.7027, 0.3711)  -0.26
O (0.6641, 4.8944, 0.4238)  0.14
C (1.6244, 2.7372, 0.3418)  -0.06
C (2.7362, 3.0121, -0.4361)  0.08
C (3.7495, 2.0694, -0.4606)  -0.24
O (4.8601, 2.3233, -1.2570)  -0.06
N (4.6441, 1.6449, -2.5843)  0.07
O (4.4969, 2.4247, -3.4090)  0.14
C (3.7003, 0.8938, 0.2822)  0.03
B (4.9309, -0.0990, 0.1779)  -0.66
O (6.0572, 0.0486, 0.9483)  0.16
O (4.8671, -1.1180, -0.7260)  0.19
C (2.5818, 0.6241, 1.0803)  -0.09
C (2.5135, -0.6484, 1.8838)  -0.12
C (1.6714, -1.7458, 1.1943)  -0.14
C (2.3847, -3.0774, 0.9247)  -0.36
C (1.4039, -4.0540, 0.2537)  -0.06
C (3.0970, -3.6664, 2.1475)  -0.16
C (2.1943, -4.3881, 3.1835)  -0.17
C (2.8508, -5.5754, 3.8526)  -0.09
C (2.8679, -6.8337, 3.4099)  -0.34
C (3.1974, -7.9675, 4.3615)  -0.07
C (2.5890, -7.2273, 1.9790)  -0.06
C (1.5382, 1.5573, 1.0838)  -0.02
C (0.2614, 1.3738, 1.8422)  -0.26
O (0.1807, 0.8850, 2.9445)  0.14
C (-3.0947, 6.9758, 1.5216)  -0.46
C (-4.3917, 7.6364, 1.0965)  0.00
O (-2.8405, 6.8503, 2.6928)  0.11
H (-1.9259, 9.5957, 0.3644)  0.07
H (-2.6787, 8.6988, -0.9352)  0.06
H (-1.0422, 9.2585, -1.1473)  0.07
H (-0.6335, 7.7826, 1.0943)  0.12
H (-0.4601, 7.0966, -0.5048)  0.10
H (-3.0026, 6.5852, -1.4275)  0.12
H (-3.7466, 5.4711, -0.2957)  0.11
H (-2.1066, 4.5919, -2.2314)  0.11
H (-0.8654, 5.1541, -1.1607)  0.10
H (-4.3388, 4.8337, -2.5625)  0.07
H (-5.4720, 3.6240, -3.1171)  0.07
H (-3.7002, 3.3932, -3.2979)  0.04
H (-6.3081, 2.6537, -0.9829)  0.10
H (-4.2063, -0.3801, -0.4400)  -0.15
H (-2.1875, 0.2271, 1.7271)  0.12
H (2.7923, 3.9244, -1.0131)  0.14
H (5.9812, 0.8854, 1.4217)  0.08
H (5.5432, -1.7861, -0.5612)  0.12
H (3.5279, -0.9717, 2.1197)  0.07
H (2.0518, -0.4143, 2.8409)  0.11
H (1.3654, -1.3580, 0.2159)  0.13
H (0.7390, -1.9107, 1.7407)  0.12
H (3.1575, -2.8538, 0.1832)  0.12
H (0.3925, -3.8649, 0.6246)  0.08
H (1.3869, -3.9142, -0.8251)  0.08
H (1.6278, -5.0848, 0.5166)  0.05
H (3.6714, -2.9064, 2.6761)  0.06
H (3.8276, -4.3957, 1.7863)  0.11
H (1.9934, -3.6919, 4.0005)  0.11
H (1.2329, -4.6792, 2.7623)  0.11
H (3.3640, -5.3713, 4.7895)  0.11
H (3.1551, -8.9313, 3.8551)  0.07
H (2.5114, -7.9819, 5.2057)  0.07
H (4.2104, -7.8788, 4.7649)  0.08
H (3.0972, -8.1683, 1.7688)  0.07
H (2.9613, -6.4884, 1.2739)  0.06
H (1.5229, -7.4004, 1.8019)  0.09
H (-5.1488, 7.4785, 1.8597)  0.09
H (-4.2026, 8.7084, 1.0271)  0.08
H (-4.7637, 7.2780, 0.1398)  0.07
Cl (-2.5718, 0.8383, -2.7693)  0.65
C (-2.5836, -0.5523, -3.8562)  -1.52
Cl (-3.5812, -1.8467, -3.1977)  0.52
Cl (-3.1403, -0.0891, -5.4657)  0.53
H (-1.5705, -0.9215, -3.9448)  0.02
Cl (-4.2499, -5.9448, -3.7336)  0.50
C (-3.1818, -5.7869, -5.1306)  -1.57
Cl (-3.3502, -4.1937, -5.8659)  0.51
Cl (-1.5069, -6.0963, -4.6725)  0.53
H (-3.4729, -6.5294, -5.8611)  -0.04
Cl (5.6067, -1.3674, 4.1293)  0.58
C (6.2973, 0.2479, 4.2300)  -1.55
Cl (5.0295, 1.4747, 4.1365)  0.57
Cl (7.2680, 0.4388, 5.6868)  0.55
H (6.9479, 0.3767, 3.3756)  0.00
Cl (-5.7184, -8.3616, -7.6700)  0.53
C (-5.2478, -9.6837, -6.5995)  -1.54
Cl (-4.3388, -10.9115, -7.4767)  0.53
Cl (-4.3217, -9.0658, -5.2306)  0.54
H (-6.1485, -10.1417, -6.2139)  0.01

Forces on atoms 1 to 6 (eV/Å):
-0.2 -0.2 -0.2
0.1 0.0 0.4
-0.7 0.3 -0.4
0.2 0.3 -0.2
0.2 0.2 0.2
-0.1 -0.2 0.2

No. 2
The following is a quantum chemistry calculation of a molecular structure, C35H44BBrCl5MgN7O, from the OMol25 dataset.

E   -6918.77793 hartree
HOMO level   -8.66 eV

Each line ends with the Löwdin charge.
Atoms and positions in Å:
Mg (0.1947, -0.2885, 0.1971)  0.64
C (-3.6184, 2.4311, 0.5399)  -0.02
C (-3.1425, 1.1917, -0.1363)  -0.28
C (-3.8714, 0.1483, -0.6454)  0.03
C (-2.9437, -0.6667, -1.3217)  -0.26
N (-1.7165, -0.1746, -1.1920)  0.09
N (-1.8427, 0.9918, -0.4644)  -0.01
B (-0.8404, 2.1826, -0.6713)  -0.53
N (0.1942, 1.7966, -1.7400)  0.03
N (1.0560, 0.7478, -1.5720)  0.08
C (1.8941, 0.7775, -2.6080)  -0.22
C (1.5602, 1.8440, -3.4577)  0.03
C (0.4757, 2.4592, -2.8751)  -0.26
C (-0.2766, 3.6614, -3.3390)  -0.02
C (3.0551, -0.1732, -2.8212)  -0.53
C (2.6461, -1.2747, -3.8103)  -0.05
C (3.5587, -0.7668, -1.5033)  -0.05
C (4.2170, 0.6053, -3.4565)  -0.06
N (-0.1133, 2.5247, 0.6421)  0.02
N (0.8109, 1.6448, 1.1405)  0.08
C (1.5313, 2.3171, 2.0334)  -0.25
C (1.0591, 3.6354, 2.1308)  0.03
C (0.0258, 3.7309, 1.2262)  -0.27
C (-0.8093, 4.9239, 0.8967)  -0.01
C (2.7318, 1.7779, 2.7759)  -0.53
C (2.4205, 1.7494, 4.2781)  -0.06
C (3.9152, 2.7282, 2.5308)  -0.04
C (3.1182, 0.3929, 2.2752)  -0.06
C (-3.3266, -1.7959, -2.2579)  -0.54
C (-2.1394, -2.6346, -2.7129)  -0.08
C (-3.9453, -1.1267, -3.4983)  -0.04
C (-4.3790, -2.7013, -1.6106)  -0.04
H (-4.6218, 2.2778, 0.9338)  0.09
H (-2.9640, 2.7145, 1.3596)  0.04
H (-3.6491, 3.2602, -0.1711)  0.09
H (-4.9394, 0.0227, -0.5805)  0.12
H (-1.4480, 3.1441, -1.0364)  0.12
H (2.0511, 2.1429, -4.3673)  0.11
H (0.1302, 3.9939, -4.2924)  0.08
H (-1.3365, 3.4436, -3.4723)  0.09
H (-0.1942, 4.4834, -2.6269)  0.08
H (1.8774, -1.9250, -3.4040)  0.03
H (2.2659, -0.8311, -4.7326)  0.09
H (3.5134, -1.8909, -4.0593)  0.09
H (4.1677, -0.0357, -0.9691)  0.08
H (4.1787, -1.6442, -1.6995)  0.10
H (2.7537, -1.0725, -0.8379)  0.02
H (3.9793, 0.9303, -4.4704)  0.08
H (4.4734, 1.4842, -2.8628)  0.09
H (5.0966, -0.0393, -3.5133)  0.09
H (1.4360, 4.4232, 2.7606)  0.11
H (-0.4192, 5.7905, 1.4276)  0.08
H (-0.8023, 5.1410, -0.1706)  0.07
H (-1.8486, 4.7825, 1.1964)  0.07
H (2.2768, 2.7628, 4.6579)  0.08
H (1.5150, 1.1775, 4.4828)  0.02
H (3.2472, 1.2930, 4.8267)  0.09
H (3.7244, 3.7259, 2.9275)  0.08
H (4.8067, 2.3351, 3.0250)  0.09
H (4.1266, 2.8188, 1.4636)  0.09
H (2.2751, -0.2942, 2.3019)  -0.02
H (3.4770, 0.4460, 1.2476)  0.08
H (3.9144, -0.0222, 2.8968)  0.10
H (-1.3152, -2.0016, -3.0442)  0.07
H (-1.7793, -3.2878, -1.9209)  0.04
H (-2.4434, -3.2678, -3.5492)  0.09
H (-3.2069, -0.4982, -3.9994)  0.09
H (-4.2865, -1.8893, -4.2021)  0.09
H (-4.7969, -0.5015, -3.2263)  0.08
H (-4.0066, -3.1510, -0.6894)  0.07
H (-5.2899, -2.1504, -1.3715)  0.08
H (-4.6471, -3.5062, -2.2984)  0.09
O (-3.8682, -3.6749, 4.2237)  0.09
C (-3.1842, -2.9037, 3.3534)  -0.30
C (-2.7951, -3.3439, 2.0902)  0.02
C (-2.0946, -2.4720, 1.2880)  -0.13
N (-1.7677, -1.2259, 1.6432)  0.02
C (-2.1499, -0.8401, 2.8464)  -0.72
Br (-1.6599, 0.9075, 3.3933)  0.84
C (-2.8563, -1.6165, 3.7473)  -0.04
H (-3.9989, -4.5540, 3.8533)  0.12
H (-3.0262, -4.3436, 1.7436)  0.12
H (-1.7607, -2.7834, 0.3053)  0.09
H (-3.1287, -1.2477, 4.7241)  0.12
Cl (1.0061, -1.2940, 4.0079)  0.73
C (1.3909, -2.3975, 2.7100)  -0.67
C (1.0609, -2.0250, 1.4129)  -0.23
C (1.3283, -3.0165, 0.4850)  -0.67
Cl (0.7413, -2.6822, -1.1348)  0.77
C (1.9382, -4.2396, 0.7325)  -0.70
Cl (2.2455, -5.3684, -0.5333)  0.68
C (2.2973, -4.5289, 2.0450)  -0.71
Cl (3.0754, -6.0164, 2.4212)  0.68
C (2.0033, -3.6037, 3.0475)  -0.70
Cl (2.4121, -3.9738, 4.6814)  0.67

Forces on atoms 1 to 6 (eV/Å):
0.1 -0.2 0.5
0.0 0.0 0.0
0.0 0.1 0.1
0.0 0.0 0.0
0.0 0.0 0.1
-0.1 0.1 0.0